1.
{
  "formula": "C35H44FN3NbO6SSe",
  "method": "ωB97M-V/def2-TZVPD",
  "charge": 1,
  "largest_force_ev_per_a": 3.11,
  "spin_multiplicity": 1,
  "gap_ev": 6.952,
  "symbols": ["Nb", "C", "C", "C", "C", "C", "C", "C", "Se", "C", "C", "C", "C", "C", "C", "O", "C", "C", "C", "C", "C", "C", "C", "C", "C", "O", "C", "C", "C", "C", "C", "C", "H", "H", "H", "H", "H", "H", "H", "H", "H", "H", "H", "H", "H", "H", "H", "H", "H", "H", "H", "H", "H", "H", "H", "H", "H", "H", "H", "H", "H", "H", "H", "H", "H", "H", "H", "H", "H", "H", "H", "H", "S", "C", "N", "F", "C", "C", "N", "C", "C", "O", "O", "C", "O", "N", "C", "O", "H", "H", "H", "H"],
  "coordinates": [[-18.1276, 6.5990, 4.3952], [-10.2679, 5.6868, 3.0618], [-11.0516, 6.0166, 4.3396], [-10.7408, 4.9499, 5.3924], [-10.6114, 7.3834, 4.8908], [-12.5380, 6.1087, 4.0385], [-13.4830, 5.3701, 4.7443], [-14.8278, 5.6074, 4.5400], [-16.2273, 4.6216, 5.4499], [-16.3162, 5.6187, 7.1261], [-15.3551, 5.4793, 8.1042], [-15.4485, 6.2474, 9.2644], [-16.5741, 7.0501, 9.4148], [-17.5865, 7.1820, 8.4660], [-17.4328, 6.4664, 7.2644], [-18.1896, 6.5824, 6.1778], [-18.7105, 8.1782, 8.7112], [-18.1205, 9.5911, 8.5595], [-19.8747, 8.0336, 7.7254], [-19.2830, 8.0026, 10.1264], [-14.3544, 6.2728, 10.3197], [-14.9511, 5.9400, 11.6926], [-13.7544, 7.6870, 10.3465], [-13.2449, 5.2640, 10.0222], [-15.2736, 6.5429, 3.5918], [-16.5789, 6.7615, 3.5538], [-14.3363, 7.2167, 2.7890], [-12.9943, 6.9893, 3.0576], [-14.8270, 8.2127, 1.7496], [-15.9302, 7.5836, 0.8775], [-13.7033, 8.6757, 0.8129], [-15.3914, 9.4236, 2.5139], [-9.1995, 5.6548, 3.2725], [-10.4304, 6.4310, 2.2862], [-10.5733, 4.7154, 2.6731], [-9.6670, 4.9079, 5.5722], [-11.0652, 3.9660, 5.0566], [-11.2244, 5.1800, 6.3416], [-9.5694, 7.3365, 5.2012], [-11.2162, 7.6581, 5.7548], [-10.7076, 8.1677, 4.1417], [-13.2005, 4.6237, 5.4697], [-14.5275, 4.8093, 7.9284], [-16.6540, 7.6368, 10.3177], [-17.7426, 9.7389, 7.5449], [-17.2982, 9.7554, 9.2555], [-18.8879, 10.3390, 8.7589], [-19.5817, 8.3210, 6.7102], [-20.6792, 8.7011, 8.0341], [-20.2677, 7.0147, 7.7228], [-18.5498, 8.2200, 10.8997], [-19.6470, 6.9863, 10.2686], [-20.1181, 8.6867, 10.2680], [-15.7145, 6.6573, 11.9841], [-14.1723, 5.9581, 12.4536], [-15.3967, 4.9468, 11.6769], [-14.4976, 8.4290, 10.6331], [-13.3539, 7.9568, 9.3696], [-12.9438, 7.7310, 11.0706], [-13.6515, 4.2559, 9.9750], [-12.5023, 5.2911, 10.8181], [-12.7345, 5.4945, 9.0881], [-12.2627, 7.5363, 2.4857], [-15.6158, 6.6181, 0.4800], [-16.1393, 8.2327, 0.0290], [-16.8713, 7.4548, 1.4178], [-13.2427, 7.8304, 0.2999], [-12.9307, 9.2395, 1.3350], [-14.1285, 9.3275, 0.0503], [-16.1341, 9.1165, 3.2598], [-15.8830, 10.1114, 1.8276], [-14.5950, 9.9585, 3.0324], [-19.7995, 4.8451, 3.8672], [-20.6754, 6.1578, 4.3737], [-21.2429, 7.1080, 4.7129], [-21.0435, 11.3761, 7.4959], [-20.3307, 11.4958, 6.3667], [-20.6230, 10.7222, 5.3069], [-19.9112, 10.8104, 4.1429], [-20.0675, 9.8177, 3.1068], [-19.1230, 8.6690, 3.4105], [-19.0216, 7.6681, 2.6737], [-18.4659, 8.7257, 4.4849], [-18.7493, 11.5769, 4.0670], [-18.0058, 11.5122, 3.1181], [-18.5264, 12.3878, 5.1455], [-19.2095, 12.4306, 6.3630], [-18.8425, 13.1344, 7.2664], [-21.4355, 10.0098, 5.3488], [-19.7983, 10.2601, 2.1391], [-21.0943, 9.4343, 3.0676], [-17.6990, 12.9730, 5.0792]],
  "mulliken_charge": [0.14, -1.67, 1.92, -1.93, -1.55, -0.29, -0.51, -0.29, 0.12, 0.42, -0.38, -0.24, -1.02, -0.34, 0.81, -0.50, 2.38, -1.38, -1.56, -1.88, 1.94, -1.71, -1.54, -2.16, 1.32, -0.58, -0.92, -0.40, 2.58, -1.44, -2.33, -1.37, 0.47, 0.31, 0.39, 0.44, 0.43, 0.25, 0.47, 0.32, 0.34, 0.63, 0.55, 0.38, 0.11, 0.41, 0.44, -0.16, 0.64, 0.49, 0.33, 0.42, 0.49, 0.34, 0.47, 0.38, 0.34, 0.30, 0.48, 0.43, 0.45, 0.34, 0.41, 0.34, 0.47, 0.10, 0.46, 0.38, 0.47, -0.01, 0.45, 0.43, -0.27, 0.71, -0.44, -0.42, 0.32, 0.11, 0.07, -1.58, 1.98, -0.65, -0.70, 0.37, -0.61, -0.03, 0.36, -0.60, 0.41, 0.43, 0.45, 0.25]
}

=====

2.
{
  "formula": "C22H34N4O2",
  "method": "ωB97M-V/def2-TZVPD",
  "largest_force_ev_per_a": 0.62,
  "smiles": "CC(C)[C@H](NC(=O)[C@H]1CC[C@@H](C)CC1)C(=O)N1CCN(c2ccccn2)CC1",
  "spin_multiplicity": 1,
  "gap_ev": 8.601,
  "e_above_lowest_kcal_mol": 15.6,
  "symbols": ["C", "H", "H", "H", "C", "C", "C", "H", "C", "C", "O", "N", "H", "C", "C", "O", "N", "C", "H", "C", "N", "C", "N", "C", "C", "C", "C", "H", "H", "H", "H", "C", "H", "C", "H", "H", "H", "H", "H", "H", "H", "C", "C", "H", "H", "H", "C", "H", "H", "H", "H", "C", "C", "H", "H", "H", "H", "H", "H", "H", "H", "H"],
  "coordinates": [[-0.0921, -1.3023, 5.6599], [-0.0202, -2.1113, 4.9366], [-0.7975, -1.5949, 6.4348], [0.8845, -1.1633, 6.1187], [-0.5502, -0.0208, 4.9711], [0.4420, 0.3972, 3.8868], [-0.0002, 1.6905, 3.2109], [0.7100, 1.9626, 2.4258], [-1.4077, 1.5777, 2.6086], [-1.4166, 0.6608, 1.3960], [-1.0570, -0.5026, 1.4048], [-1.8667, 1.2460, 0.2639], [-2.1410, 2.2157, 0.2560], [-2.0092, 0.5353, -0.9915], [-1.0342, 1.1664, -1.9966], [-1.4014, 2.0578, -2.7444], [0.2481, 0.7472, -1.9733], [0.8416, -0.3076, -1.1793], [0.1825, -0.6443, -0.3823], [1.2315, -1.4733, -2.0977], [2.1286, -1.0142, -3.1384], [3.4792, -1.1581, -2.9589], [3.8533, -1.8843, -1.9009], [5.1356, -2.1261, -1.7021], [6.1432, -1.6628, -2.5262], [5.7656, -0.9077, -3.6308], [4.4322, -0.6485, -3.8591], [4.1429, -0.0742, -4.7241], [6.5120, -0.5251, -4.3126], [7.1786, -1.8806, -2.3210], [5.3547, -2.7221, -0.8248], [1.5393, 0.0515, -3.9134], [2.2156, 0.3943, -4.6928], [1.1555, 1.2249, -2.9989], [0.6483, 2.0087, -3.5633], [2.0545, 1.6340, -2.5253], [0.6321, -0.3362, -4.3908], [1.7395, -2.2482, -1.5263], [0.3354, -1.8838, -2.5745], [1.7528, 0.0895, -0.7169], [-1.7658, -0.5106, -0.7909], [-3.4499, 0.6138, -1.5251], [-3.5802, -0.2652, -2.7665], [-3.3521, -1.3021, -2.5259], [-2.9021, 0.0741, -3.5449], [-4.5946, -0.2175, -3.1545], [-4.4419, 0.1729, -0.4527], [-4.4006, 0.8259, 0.4159], [-5.4541, 0.1952, -0.8487], [-4.2202, -0.8416, -0.1275], [-3.6508, 1.6516, -1.8096], [-2.3996, 1.0794, 3.6701], [-1.9254, -0.2094, 4.3320], [-1.8602, -0.9970, 3.5807], [-2.6521, -0.5161, 5.0876], [-3.3791, 0.9237, 3.2104], [-2.5062, 1.8590, 4.4295], [-1.7234, 2.5762, 2.2832], [-0.0107, 2.4986, 3.9478], [0.5042, -0.3952, 3.1406], [1.4347, 0.5381, 4.3204], [-0.6146, 0.7783, 5.7206]],
  "mulliken_charge": [-1.70, 0.35, 0.42, 0.41, 0.55, -0.66, -1.28, 0.36, 0.96, -0.17, -0.71, -0.01, 0.40, -0.31, -0.07, -0.69, 0.12, 0.12, 0.08, -1.17, 0.13, 1.02, -0.32, -0.42, -0.49, -0.54, -0.54, 0.25, 0.40, 0.38, 0.38, -0.94, 0.39, -0.90, 0.54, 0.30, 0.35, 0.46, 0.26, 0.18, 0.81, 0.60, -1.62, 0.37, 0.36, 0.43, -1.55, 0.27, 0.50, 0.34, 0.36, -1.27, -0.69, 0.20, 0.44, 0.35, 0.43, 0.54, 0.43, 0.19, 0.43, 0.23]
}

=====

3.
{
  "formula": "C4H6N2",
  "method": "ωB97M-V/def2-TZVPD",
  "largest_force_ev_per_a": 1.36,
  "spin_multiplicity": 1,
  "gap_ev": 10.318,
  "e_above_lowest_kcal_mol": 93.6,
  "symbols": ["C", "C", "C", "N", "C", "N", "H", "H", "H", "H", "H", "H"],
  "coordinates": [[1.3919, -0.2566, 0.1782], [-0.0414, 0.2729, 0.1659], [-1.0490, -0.6663, -0.3413], [-0.9191, -0.1207, 1.2199], [-0.1278, 1.6446, -0.3865], [-0.1715, 2.7042, -0.8498], [1.7664, -0.3176, -0.8502], [1.3978, -1.2550, 0.6251], [2.0633, 0.3888, 0.7485], [-1.8057, -0.2274, -0.9916], [-0.7301, -1.6831, -0.5238], [-1.8320, -0.6336, 0.7916]],
  "mulliken_charge": [-1.34, 1.43, -0.95, -0.60, -0.08, -0.43, 0.31, 0.39, 0.35, 0.35, 0.29, 0.28]
}

=====

| no. | calculated total energy (a.u.) |
| --- | --- |
| 1 | -4932.21737 |
| 2 | -1228.28197 |
| 3 | -265.38641 |